Density functional theory data (ωB97M-V/def2-TZVPD) for an isolated molecule of CH2Br2O2S in a non-equilibrium geometry.

Element x y z (Å)
C 1.082 2.704 -0.452
O 3.746 0.103 -2.239
O 2.475 1.979 -0.792
S 3.816 0.889 -1.053
Br -0.462 1.592 -0.318
Br 3.919 -0.435 0.807
H 1.115 3.396 -1.305
H 1.396 3.170 0.489

Lowest unoccupied orbital energy: -0.62 eV
Energy: -5735.9106 Eh
Largest force on an atom: 0.0625 Eh/bohr
Relative energy (zero: lowest compared OMol25 entry of this formula, charge and spin): 1.205 eV
E_HOMO: -10.0 eV
Orbital gap: 0.34520 Eh

Results of the Mulliken charge analysis, in e, for atoms 1 through 5: -0.148 -0.362 -0.451 0.676 -0.074



Density functional theory data (ωB97M-V/def2-TZVPD) for CH2Br3Ca2F2O3P as an isolated structure in a non-equilibrium geometry.

Element x y z (Å)
Ca 0.998 -3.143 -1.438
Ca -1.254 -2.383 1.174
O 0.820 -3.297 0.804
H 0.795 -3.974 1.499
O 0.047 -0.490 1.141
P 1.285 -0.232 0.354
O 1.688 -1.176 -0.750
F 2.431 -0.132 1.300
F 1.241 1.135 -0.285
C -1.489 2.765 -0.693
Br -2.514 1.138 -0.307
Br -2.463 4.259 -0.050
Br -1.046 2.818 -2.559
H -0.538 2.712 -0.188

Lowest unoccupied orbital energy: -9.49 eV
Total charge: +2
Energy: -9883.0624 Eh
Largest force on an atom: 0.0443 Eh/bohr
Relative energy (zero: lowest compared OMol25 entry of this formula, charge and spin): 0.000 eV
E_HOMO: -15.0 eV
Orbital gap: 0.20193 Eh

Results of the Mulliken charge analysis, in e, for atoms 1 through 5: 1.644 1.632 -0.855 0.212 -0.656



Density functional theory data (ωB97M-V/def2-TZVPD) for CH2Br3N2 as an isolated structure in a non-equilibrium geometry.

Element x y z (Å)
C 0.494 0.334 0.168
N -0.176 1.309 -0.349
N -0.213 -1.411 -0.108
Br 2.187 0.309 0.732
Br -1.916 1.112 -1.008
Br 0.848 -2.691 0.469
H -0.138 2.291 -0.295
H -1.085 -1.252 0.391

Lowest unoccupied orbital energy: -5.54 eV
Total charge: +1
Energy: -7870.4245 Eh
Largest force on an atom: 0.1061 Eh/bohr
Relative energy (zero: lowest compared OMol25 entry of this formula, charge and spin): 2.404 eV
E_HOMO: -14.0 eV
Orbital gap: 0.31083 Eh

Results of the Mulliken charge analysis, in e, for atoms 1 through 5: 0.546 -0.230 -0.413 0.117 0.155